Record 1
Formula: C20H41N2P3RhSe
Source: OMol25
Level of theory: the ωB97M-V functional and the def2-TZVPD basis

Geometry as XYZ:
```
68
Properties=species:S:1:pos:R:3:forces:R:3:lowdin_spin:R:1
Rh 0.79466 0.60176 -0.48304 -1.366 -0.083 0.518 0.731
P 2.07182 -0.18887 -2.12144 1.102 0.149 -0.657 0.053
P -1.05421 1.16120 -1.65613 -0.305 1.030 -2.419 0.020
P 1.78495 -0.30089 1.32118 2.344 0.010 0.444 0.023
H -3.66708 1.77507 2.58015 0.467 0.110 0.638 0.023
C -2.64722 1.64463 2.99990 0.794 -1.177 -2.186 0.128
C -1.79484 2.80052 3.19162 -0.210 1.806 2.027 0.679
H -1.94199 3.68907 2.58625 0.091 -0.138 -0.121 0.037
C 1.98737 -1.95925 -2.54454 -0.128 0.070 0.031 0.039
C 1.95775 0.67331 -3.74624 -0.135 -0.160 0.101 0.000
C 3.85931 0.10638 -1.77432 -0.297 -0.091 0.104 -0.001
C -2.47322 1.67835 -0.65405 -0.026 -0.043 0.428 0.002
C -0.85872 2.58630 -2.80279 -0.266 -0.081 -0.080 -0.001
C -1.71133 -0.21171 -2.68386 -0.113 0.086 0.073 0.031
C 0.75369 -0.10284 2.80121 -0.291 -0.111 -0.066 0.005
C 3.36761 0.50587 1.78026 -0.029 -0.408 0.248 -0.001
C 2.13664 -2.08554 1.17873 -0.158 -0.083 0.340 0.031
H -2.54964 0.85178 3.75110 -0.305 0.405 -0.115 -0.001
H -1.42452 2.98555 4.20347 0.220 0.075 -0.380 0.041
H 2.70058 -2.13533 -3.36161 -0.212 -0.103 0.180 0.006
H 0.97421 -2.22716 -2.87203 0.259 0.057 -0.040 0.003
H 2.25906 -2.57833 -1.68012 -0.014 0.177 -0.241 0.001
H 2.70325 0.20945 -4.41167 -0.268 0.124 0.167 0.000
H 2.22052 1.74309 -3.65770 -0.182 -0.482 0.011 0.000
H 0.96174 0.56786 -4.19770 0.350 0.081 0.088 0.000
H 4.41288 -0.08749 -2.70557 -0.096 0.007 0.317 0.000
H 4.22558 -0.56580 -0.98329 -0.077 0.276 -0.296 0.000
H 4.02506 1.15737 -1.48044 -0.063 -0.446 -0.064 0.000
H -3.29969 1.98637 -1.31111 0.275 -0.126 0.093 0.000
H -2.21068 2.52041 -0.00331 -0.006 -0.115 -0.148 0.000
H -2.80553 0.85318 -0.01844 -0.073 0.104 -0.067 0.002
H -1.76751 2.71122 -3.40469 0.174 0.019 0.075 0.000
H -0.00560 2.45458 -3.47953 -0.299 -0.019 0.209 0.000
H -0.70547 3.50911 -2.22762 -0.039 -0.255 -0.027 0.000
H -2.75994 0.00940 -2.95583 0.471 -0.232 0.001 0.002
H -1.66391 -1.15898 -2.10821 -0.159 0.576 -0.473 0.018
H -1.10155 -0.31547 -3.59881 -0.324 -0.009 0.379 0.000
H 1.21282 -0.66969 3.62358 -0.149 0.183 -0.145 0.000
H -0.25293 -0.49069 2.60414 0.125 0.034 0.197 0.002
H 0.66744 0.95450 3.08502 0.047 -0.300 -0.052 0.005
H 3.88079 -0.11581 2.52517 0.027 0.253 -0.099 0.000
H 3.16666 1.49386 2.21407 0.012 -0.255 -0.111 0.000
H 4.01298 0.63522 0.90307 -0.202 -0.086 0.293 0.000
H 2.40997 -2.45441 2.18283 -0.001 -0.121 -0.505 0.002
H 2.96025 -2.25314 0.46432 -0.284 0.046 0.399 0.000
H 1.22824 -2.61459 0.81981 0.793 0.281 0.384 0.016
C -2.35292 -3.96782 0.50915 -0.543 -0.255 0.244 0.262
C -3.36091 -3.29721 1.25432 -0.435 0.512 0.474 0.108
C -4.34227 -3.99511 1.94433 0.373 0.687 -0.216 0.028
C -4.37571 -5.40168 1.91909 0.465 0.244 -0.364 0.204
C -3.41600 -6.08765 1.14296 0.501 0.448 -0.347 0.024
C -2.43723 -5.38384 0.44156 0.182 -0.979 -0.051 0.096
Se -1.01838 -2.96298 -0.28843 -0.883 -0.795 0.302 1.198
H -2.02121 1.34462 2.09982 -0.994 -1.135 0.209 0.048
H -3.32585 -2.20684 1.28432 -0.228 -0.260 0.152 0.007
H -5.08389 -3.43791 2.51658 0.190 -0.163 -0.163 -0.001
H -5.13160 -5.94140 2.48331 0.126 0.037 -0.123 0.008
H -3.44930 -7.17248 1.10472 0.115 0.167 -0.115 -0.001
H -1.70117 -5.91473 -0.16667 -0.297 -0.036 0.266 0.004
N 2.02350 3.40342 -0.87313 0.086 0.004 -0.286 0.003
C 2.27619 4.59817 -0.30422 -0.446 -0.530 0.500 -0.001
C 1.72630 4.54633 0.96183 0.000 0.149 0.234 0.004
C 1.16161 3.27293 1.10606 0.612 0.211 -1.142 0.022
N 1.36149 2.58217 -0.04030 -0.378 0.299 0.875 0.072
H 2.23318 3.12953 -1.83021 -0.109 0.041 0.519 0.000
H 2.82460 5.36001 -0.81831 0.080 0.228 -0.129 0.000
H 1.73503 5.32677 1.70163 0.033 0.062 -0.002 0.001
H 0.63427 2.85630 1.95981 0.073 0.030 -0.289 0.017
```
Forces are in eV/Å.

Computed properties:
Charge: +3
ΔE to the lowest compared entry with this formula, charge and spin in kcal per mole: 0.00
LUMO (alpha / beta) in eV: -9.646 / -12.216
2S+1: 5
Highest occupied orbital energy (alpha / beta) in eV: -15.00 / -16.80

***

Record 2
Formula: C20H41N2P3ScSe
Source: OMol25
Level of theory: the ωB97M-V functional and the def2-TZVPD basis

Geometry as XYZ:
```
68
Properties=species:S:1:pos:R:3:forces:R:3:lowdin_charge:R:1
Sc -0.25638 1.24444 0.18713 0.554 -2.071 -0.002 0.655
P 0.43042 -1.73186 -0.12100 0.701 -1.093 -0.191 0.758
P 1.48750 0.57645 2.08846 1.588 -0.018 1.374 0.725
P -0.99679 0.48166 -2.21978 -1.013 -0.192 -1.640 0.733
H 1.14166 5.92855 0.11659 -0.842 -0.335 0.295 0.073
C 0.08096 5.74877 -0.13646 0.136 0.368 0.031 0.007
C -0.57673 4.60573 0.07954 0.120 0.063 -0.177 -0.094
H -0.08314 3.88650 0.75267 0.064 -0.312 -0.134 0.005
C 1.99201 -2.20524 -0.98731 0.107 0.556 -0.134 -0.256
C 0.65807 -2.79699 1.37459 -0.213 0.471 0.144 -0.247
C -0.71598 -2.84843 -1.02384 -0.403 0.284 -0.044 -0.255
C 2.02678 2.26579 2.49830 -0.101 0.299 -0.057 -0.267
C 1.01084 -0.00431 3.76799 -0.738 -0.100 -0.136 -0.227
C 3.17534 -0.20666 1.98171 -0.208 -0.094 -0.667 -0.234
C -1.23299 2.13928 -2.92876 0.079 0.368 0.112 -0.262
C -2.68774 -0.22829 -2.50605 0.032 -0.067 0.545 -0.215
C -0.04665 -0.29917 -3.59457 0.445 -0.095 0.466 -0.222
H -0.39093 6.64754 -0.54427 -0.074 -0.556 -0.271 0.094
H -1.59381 4.39016 -0.27639 0.351 0.407 0.410 0.060
H 2.08127 -3.30592 -1.02340 -0.089 0.515 0.045 0.080
H 2.85875 -1.77695 -0.46254 -0.206 -0.239 -0.170 0.031
H 1.98656 -1.80058 -2.00984 0.050 -0.218 0.250 0.030
H 0.97122 -3.80285 1.05022 -0.054 0.441 0.140 0.077
H -0.29157 -2.88259 1.91168 0.178 -0.093 0.072 0.044
H 1.40026 -2.35717 2.04993 -0.192 -0.350 -0.130 0.012
H -0.44152 -3.89573 -0.82700 -0.029 0.370 -0.117 0.077
H -0.68320 -2.65593 -2.10195 -0.004 -0.151 0.282 0.030
H -1.74305 -2.68423 -0.68181 0.057 -0.170 -0.135 0.036
H 2.64370 2.22089 3.40283 -0.091 0.135 -0.150 0.077
H 1.15631 2.89972 2.70170 0.174 0.114 0.068 0.048
H 2.62003 2.68734 1.67978 -0.080 0.022 0.134 0.044
H 1.84899 0.12670 4.46732 -0.167 0.017 -0.355 0.077
H 0.70403 -1.05579 3.77100 0.113 0.191 -0.018 0.044
H 0.16044 0.58564 4.12460 0.101 -0.061 0.045 0.057
H 3.70561 0.00706 2.92785 -0.337 -0.050 -0.428 0.080
H 3.72188 0.23987 1.13551 -0.121 -0.182 0.428 0.016
H 3.12863 -1.29568 1.82876 0.055 0.443 0.140 0.038
H -1.54131 2.01609 -3.97415 0.004 0.196 0.223 0.074
H -0.29662 2.70585 -2.89557 -0.086 0.062 -0.108 0.049
H -2.00628 2.69382 -2.38415 0.062 -0.013 -0.155 0.056
H -3.10711 0.18548 -3.43829 0.267 -0.152 0.336 0.077
H -3.34927 0.04034 -1.66860 0.096 -0.057 -0.309 0.045
H -2.65487 -1.32565 -2.57882 0.037 0.407 0.014 0.049
H -0.39220 0.14368 -4.53516 -0.006 -0.101 0.207 0.074
H -0.18279 -1.38475 -3.63740 -0.036 0.276 0.039 0.049
H 1.01953 -0.08697 -3.46974 -0.158 -0.006 -0.164 0.011
C 3.10960 3.04871 -2.00413 0.411 0.703 -1.457 -0.550
C 2.81112 4.30137 -1.44017 0.146 -0.596 0.016 -0.118
C 3.14990 5.45107 -2.15649 0.213 0.296 -0.182 -0.057
C 3.82490 5.38043 -3.37907 0.047 -0.775 -0.199 -0.030
C 4.10533 4.11966 -3.92654 0.079 -0.017 -0.281 -0.038
C 3.69297 2.95491 -3.27853 0.072 0.460 0.781 -0.133
Se 2.61612 1.29325 -1.36939 -1.087 1.225 0.920 0.958
H 1.35621 2.09736 -1.00080 0.243 -0.715 -0.105 -0.164
H 2.31719 4.38891 -0.46957 0.288 -0.154 -0.340 0.069
H 2.91481 6.45006 -1.77898 0.015 -0.439 0.121 0.121
H 4.12690 6.27573 -3.93264 -0.200 -0.309 0.390 0.131
H 4.63247 4.01686 -4.88392 -0.299 0.202 0.432 0.131
H 3.83489 1.96024 -3.69109 0.175 0.293 -0.287 0.094
N -3.72062 -0.55670 2.06274 0.537 0.823 -0.263 0.140
C -3.94315 0.81375 2.10516 -0.370 0.150 0.083 -0.011
C -2.86696 1.42990 1.55040 0.130 -1.308 0.098 -0.095
N -1.95770 0.42762 1.17627 -0.395 -0.526 0.067 -0.114
C -2.52213 -0.76023 1.49942 0.059 0.899 -0.035 -0.117
H -4.35301 -1.28415 2.40463 0.242 0.355 -0.126 0.201
H -4.83717 1.25363 2.51256 -0.091 -0.148 0.057 0.147
H -2.63724 2.47332 1.38835 -0.297 0.087 0.173 0.111
H -2.09776 -1.74271 1.33895 -0.037 0.264 0.032 0.113
```
Forces are in eV/Å.

Computed properties:
Charge: +3
ΔE to the lowest compared entry with this formula, charge and spin in kcal per mole: 0.00
LUMO in eV: -10.129
2S+1: 1
Highest occupied orbital energy in eV: -16.53